--- 1 ---
Density functional theory data (wB97M-V/def2-TZVPD) for a cluster of 2 separate species, C4H13NO in total.

Each line ends with the Mulliken charge.
Geometry (Å):
C: -1.391 0.059 0.428  -1.044
C: 0.096 0.321 0.393  -0.290
C: 0.924 -0.472 1.386  -0.886
N: 0.965 -1.900 1.073  -0.277
C: 1.926 -2.272 0.057  -0.832
H: -1.601 -0.283 1.448  0.287
H: -1.934 0.968 0.177  0.314
H: -1.822 -0.707 -0.208  0.277
H: 0.511 0.092 -0.602  0.220
H: 0.377 1.373 0.512  0.349
H: 1.963 -0.119 1.493  0.355
H: 0.537 -0.253 2.392  0.446
H: 0.791 -2.419 1.917  0.238
H: 1.569 -2.114 -0.964  0.200
H: 2.795 -1.612 0.163  0.292
H: 2.113 -3.331 0.204  0.353
O: -2.439 3.857 -3.325  -0.635
H: -3.337 4.123 -3.523  0.316
H: -2.044 4.687 -3.020  0.320

Values from the calculation:
**Gap between HOMO and LUMO**: 0.34047 hartree
**Structure (SMILES)**: CCCNC.O
**LUMO**: 1.0 eV
**HOMO energy**: -8.30 eV

***

--- 2 ---
Density functional theory data (wB97M-V/def2-TZVPD) for a cluster of 2 separate species, C4H13NO in total.

Each line ends with the Mulliken charge.
Geometry (Å):
C: -0.731 -2.223 0.452  -1.169
C: 0.320 -1.122 0.486  -0.547
C: -0.208 0.279 0.038  -0.144
C: -0.087 0.438 -1.483  -0.612
N: 1.120 1.140 -1.975  -0.648
H: -1.033 -2.567 -0.543  0.290
H: -1.635 -1.810 0.908  0.330
H: -0.308 -3.143 0.830  0.364
H: 0.610 -1.098 1.540  0.318
H: 1.266 -1.325 -0.037  0.306
H: -1.254 0.142 0.314  0.326
H: 0.279 1.117 0.508  0.028
H: -0.910 1.061 -1.848  0.287
H: -0.212 -0.507 -2.015  0.324
H: 1.866 0.475 -2.205  0.280
H: 1.639 1.504 -1.168  0.251
O: -0.026 2.566 2.384  -0.651
H: -0.922 2.231 2.312  0.329
H: 0.226 2.844 1.502  0.338

Values from the calculation:
**Gap between HOMO and LUMO**: 0.38544 hartree
**Structure (SMILES)**: CCCCN.O
**LUMO**: 0.9 eV
**HOMO energy**: -9.61 eV

***

--- 3 ---
Density functional theory data (wB97M-V/def2-TZVPD) for a cluster of 2 separate species, C4H13NO in total.

Each line ends with the Mulliken charge.
Geometry (Å):
C: -2.514 0.101 2.558  -0.968
C: -2.429 -0.181 0.991  -0.175
C: -1.874 0.893 0.153  -0.995
H: -1.465 0.238 2.982  0.256
H: -3.033 -0.772 3.066  0.284
H: -3.202 0.931 2.874  0.298
H: -3.372 -0.469 0.509  0.295
H: -1.809 -1.124 0.947  0.198
H: -1.492 0.715 -0.910  0.270
H: -2.518 1.777 0.090  0.319
H: -0.820 1.236 0.511  0.220
N: 2.469 -0.312 -2.373  -0.558
C: 1.923 -0.742 -1.129  -0.212
O: 2.340 0.207 -0.131  -0.596
H: 2.047 0.541 -2.532  0.196
H: 2.456 -0.945 -3.221  0.209
H: 0.904 -0.824 -1.079  0.269
H: 2.310 -1.664 -0.768  0.360
H: 3.357 0.456 -0.248  0.332

Values from the calculation:
**Gap between HOMO and LUMO**: 0.38724 hartree
**Structure (SMILES)**: CCC.NCO
**LUMO**: 0.9 eV
**HOMO energy**: -9.59 eV

***

Order from most stable to least stable according to the calculation: 2, 1, 3